Entry from OMol25: a single C2H2N2OS3 molecule in a non-equilibrium geometry (ωB97M-V with the def2-TZVPD basis set).

CARTESIAN COORDINATES (ANGSTROEM)
1 C 0.34456 0.04603 0.38086
2 C -1.83322 0.34112 0.13166
3 N -0.63451 0.83527 0.50867
4 N -0.61727 -1.63964 -0.14584
5 O -1.81782 -1.02393 -0.25682
6 S -3.22079 1.05428 -0.04160
7 S 3.12206 1.45168 -0.11527
8 S 1.96446 -0.31334 0.24153
9 H -0.58416 -1.96742 0.76501
10 H 3.27669 1.21595 -1.46820

The calculation puts the energy relative to the best compared isomer or geometry (same formula, charge and spin) at 386.9 kJ/mol. For the highest occupied orbital energy, the calculation gives -9.036 eV. The frontier orbital gap comes out at 7.56 eV. Its spin multiplicity is 1. The calculation puts the molecular weight at 166.3 g mol⁻¹.

Entry from OMol25: a molecular structure, C31H32Cl2MnN5O2PS2 (ωB97M-V with the def2-TZVPD basis set).

CARTESIAN COORDINATES (ANGSTROEM)
1 Mn 1.07059 1.53272 -1.36215
2 C -3.03475 3.43656 -3.60930
3 C -1.69122 4.00332 -3.35452
4 N -1.27858 5.18612 -3.70942
5 N 0.00337 5.24888 -3.27203
6 C 0.38665 4.12404 -2.66218
7 S 1.85083 3.64231 -1.92603
8 N -0.68287 3.32821 -2.70780
9 N -0.64230 2.06188 -2.12941
10 H -3.67791 4.21981 -4.00095
11 H -3.47530 3.04969 -2.68855
12 H -2.98516 2.62932 -4.34249
13 H 0.55683 6.07355 -3.43356
14 H -1.65480 0.53515 -0.63398
15 H -1.47420 1.58861 -2.45607
16 O 2.74131 0.96495 -0.38563
17 S 4.06295 1.76268 -0.42014
18 C 5.20691 0.65192 0.45585
19 C 6.21927 0.12500 -0.56193
20 C 5.48615 0.05518 -1.89769
21 C 4.79711 1.40535 -2.03303
22 H 4.54174 -0.13053 0.82409
23 H 5.64660 1.18047 1.29876
24 H 6.61095 -0.84003 -0.24328
25 H 7.06469 0.81070 -0.63917
26 H 4.74208 -0.74415 -1.88914
27 H 6.16270 -0.12402 -2.73247
28 H 3.99176 1.46696 -2.76444
29 H 5.50798 2.21176 -2.22736
30 O 0.36847 -0.07731 -0.16472
31 P -1.47836 -0.82771 1.84687
32 C -3.08233 -1.58221 1.99100
33 C -3.40949 -2.36542 3.10063
34 C -4.67682 -2.91324 3.19311
35 C -5.60776 -2.69737 2.18330
36 C -5.28379 -1.92913 1.07408
37 C -4.02001 -1.36736 0.97492
38 C -0.20459 -1.78914 2.60689
39 C 0.34567 -1.42272 3.83589
40 C 1.30684 -2.23634 4.41444
41 C 1.71983 -3.39382 3.76696
42 C 1.17438 -3.75323 2.53914
43 C 0.20708 -2.95496 1.95636
44 C -1.46485 0.87959 2.30459
45 C -2.68099 1.54597 2.49556
46 C -2.67900 2.89970 2.79553
47 C -1.47628 3.58087 2.90136
48 C -0.26436 2.92011 2.70722
49 C -0.25011 1.57480 2.40125
50 H -2.67587 -2.54581 3.87633
51 H -4.93976 -3.51397 4.05287
52 H -6.59438 -3.13376 2.26251
53 H -6.01088 -1.76554 0.29061
54 H -3.77556 -0.74851 0.11891
55 H 0.02308 -0.51763 4.33398
56 H 1.72882 -1.96913 5.37352
57 H 2.46895 -4.02590 4.22482
58 H 1.49856 -4.65803 2.04360
59 H -0.23134 -3.24665 1.00705
60 H -3.61642 1.00494 2.43283
61 H -3.61453 3.41764 2.95530
62 H -1.47710 4.63596 3.14074
63 H 0.66664 3.46410 2.79042
64 H 0.68636 1.06165 2.22244
65 Cl 3.30541 -3.42083 -3.29973
66 C 1.67926 -2.85110 -3.20993
67 C 0.63228 -3.67320 -3.39372
68 C -0.79343 -3.38439 -3.36815
69 C -1.51899 -2.48272 -2.66766
70 C -1.05870 -1.55690 -1.70785
71 Cl -0.97401 -0.66409 -0.56091
72 C 1.58542 -1.44310 -3.00801
73 N 1.48704 -0.31270 -2.83228
74 H 0.88766 -4.69278 -3.66118
75 H -1.37519 -4.04880 -3.99684
76 H -2.59021 -2.47626 -2.84005

The net charge is +2. For the highest occupied orbital energy (alpha / beta), the calculation gives -12.493 / -12.534 eV. The frontier orbital gap (alpha / beta) comes out at 5.18 / 5.22 eV. Its spin multiplicity is 4. The calculation puts the molecular weight at 727.6 g mol⁻¹.

Entry from OMol25: a molecular structure, C4H7NO2 in a non-equilibrium geometry (ωB97M-V with the def2-TZVPD basis set).

CARTESIAN COORDINATES (ANGSTROEM)
1 C 1.27714 -1.29516 0.10620
2 C 0.32359 -0.13964 -0.07101
3 C 0.74955 1.15739 -0.61391
4 O 0.00164 0.24060 -1.39789
5 C -0.86291 -0.13187 0.90212
6 O -0.76992 -0.55552 2.04146
7 N -2.04516 0.49471 0.41404
8 H 2.12391 -1.18689 -0.57560
9 H 1.62406 -1.31441 1.14109
10 H 0.76170 -2.23740 -0.10488
11 H 0.22392 2.06738 -0.31901
12 H 1.78998 1.27610 -0.91048
13 H -2.99392 0.73254 0.10932
14 H -2.18182 0.94465 -0.87841

The calculation puts the energy relative to the best compared isomer or geometry (same formula, charge and spin) at 454.1 kJ/mol. For the highest occupied orbital energy, the calculation gives -10.095 eV. The frontier orbital gap comes out at 10.41 eV. Its spin multiplicity is 1. The calculation puts the molecular weight at 101.1 g mol⁻¹.

Entry from OMol25: a molecular structure, C51H60BN4O4ReS2SeSi in a non-equilibrium geometry (ωB97M-V with the def2-TZVPD basis set).

CARTESIAN COORDINATES (ANGSTROEM)
1 Re 0.82903 -0.38622 -0.78273
2 C 3.27150 -4.44759 -2.65111
3 N 4.13401 -3.59734 -1.85453
4 C 5.23708 -4.04817 -1.16234
5 C 5.87563 -2.95133 -0.71376
6 N 5.17012 -1.83692 -1.12629
7 B 5.90342 -0.44644 -1.12367
8 N 5.03637 0.80916 -0.74754
9 C 5.52055 2.06839 -1.03159
10 C 4.69480 2.97241 -0.46035
11 N 3.70481 2.25481 0.16035
12 C 2.62807 2.81286 0.96260
13 C 3.90535 0.93685 -0.05104
14 S 2.90472 -0.31647 0.61372
15 C 4.07876 -2.23851 -1.79903
16 S 2.86937 -1.23042 -2.50745
17 H 3.00548 -5.33928 -2.08834
18 H 3.78084 -4.73109 -3.57338
19 H 2.38324 -3.89032 -2.90138
20 H 5.46712 -5.09617 -1.06461
21 H 6.78440 -2.85648 -0.14596
22 H 6.34992 -0.23670 -2.23468
23 H 6.78450 -0.55118 -0.29155
24 H 6.42339 2.20417 -1.60177
25 H 4.71668 4.04902 -0.44868
26 H 2.65668 3.89512 0.87085
27 H 2.74638 2.52738 2.00720
28 H 1.67473 2.45104 0.59966
29 C -2.96815 -0.80595 4.89073
30 C -3.06264 -0.54673 3.40317
31 C -4.49507 -0.34799 2.94438
32 O -2.49298 -1.63507 2.70256
33 C -1.53273 -1.18096 1.74877
34 C -1.26478 0.27666 2.13081
35 O -2.27347 0.59553 3.08825
36 C -1.32078 1.26539 0.96097
37 O -0.41389 0.90381 -0.06585
38 C -2.76541 1.36961 0.43994
39 C -3.67263 2.26577 1.00362
40 C -4.97193 2.35267 0.52865
41 C -5.39370 1.53941 -0.51619
42 C -4.49902 0.64080 -1.08098
43 C -3.19212 0.57086 -0.60765
44 C -0.90049 2.67897 1.39310
45 C -0.71126 3.61734 0.37595
46 C -0.35872 4.92236 0.67157
47 C -0.17959 5.31609 1.99642
48 C -0.36794 4.39082 3.01172
49 C -0.73490 3.07809 2.71352
50 C -0.29055 -2.07504 1.79597
51 O 0.66084 -1.61381 0.88649
52 C -0.63155 -3.53981 1.47870
53 C 0.43945 -4.43523 1.48829
54 C 0.25088 -5.78036 1.22884
55 C -1.02491 -6.26416 0.94777
56 C -2.09499 -5.38479 0.93328
57 C -1.90105 -4.02909 1.20237
58 C 0.29502 -2.04591 3.22716
59 C 1.33558 -1.17850 3.54375
60 C 1.86090 -1.13017 4.83239
61 C 1.35379 -1.95576 5.82729
62 C 0.32061 -2.83408 5.51921
63 C -0.20093 -2.87765 4.23280
64 H -3.51320 -1.71807 5.14669
65 H -3.40148 0.03549 5.43626
66 H -1.92266 -0.92272 5.17510
67 H -5.08065 -1.23250 3.20758
68 H -4.52876 -0.20809 1.86397
69 H -4.93114 0.52938 3.42842
70 H -1.94450 -1.23988 0.74168
71 H -0.28799 0.37722 2.59902
72 H -3.35963 2.89849 1.82450
73 H -5.65980 3.06059 0.97667
74 H -6.40857 1.61073 -0.89049
75 H -4.80911 -0.00517 -1.89600
76 H -2.48771 -0.10232 -1.06152
77 H -0.84379 3.30800 -0.65521
78 H -0.21648 5.63359 -0.13495
79 H 0.09709 6.33698 2.23201
80 H -0.23454 4.68539 4.04628
81 H -0.90451 2.37637 3.52198
82 H 1.43184 -4.05271 1.70417
83 H 1.09872 -6.45607 1.23796
84 H -1.17767 -7.31516 0.73466
85 H -3.09223 -5.74712 0.71421
86 H -2.75730 -3.36616 1.21019
87 H 1.75599 -0.55559 2.76338
88 H 2.67939 -0.45211 5.04963
89 H 1.76297 -1.92333 6.83046
90 H -0.07640 -3.49541 6.28141
91 H -1.00711 -3.56511 4.00791
92 C -2.31597 5.78272 -4.85192
93 C -1.48559 4.73289 -4.15436
94 C -0.29784 5.05521 -3.51671
95 C 0.50931 4.08708 -2.92165
96 C 1.77754 4.53315 -2.23266
97 C 0.12890 2.73335 -2.97237
98 Se 1.45760 1.48957 -2.33868
99 C -1.08866 2.39824 -3.58350
100 C -1.56768 0.98306 -3.69271
101 C -1.87054 3.40032 -4.15455
102 H -1.86900 6.77280 -4.74688
103 H -3.33142 5.82431 -4.44833
104 H -2.39988 5.56447 -5.91955
105 H 0.01961 6.09453 -3.47674
106 H 1.84993 5.62403 -2.23727
107 H 2.66486 4.11631 -2.71595
108 H 1.79631 4.17776 -1.20069
109 H -1.13792 0.37755 -2.90404
110 H -1.26149 0.53906 -4.64365
111 H -2.65551 0.93855 -3.62398
112 H -2.81181 3.11856 -4.62342
113 C 0.23667 -3.86616 -1.71043
114 Si -0.21161 -2.11111 -2.21849
115 C -2.10241 -2.23137 -2.17256
116 C 0.18198 -1.99786 -4.06734
117 H 0.39682 -4.47542 -2.60627
118 H -0.58112 -4.30866 -1.13796
119 H 1.12640 -3.91019 -1.08341
120 H -2.35910 -3.16924 -2.68215
121 H -2.61659 -1.41612 -2.68687
122 H -2.48931 -2.29584 -1.15051
123 H -0.73727 -2.11045 -4.65877
124 H 0.87019 -2.79775 -4.35597
125 H 0.65603 -1.05177 -4.33597

The net charge is -1. For the highest occupied orbital energy (alpha / beta), the calculation gives -3.934 / -3.993 eV. The frontier orbital gap (alpha / beta) comes out at 6.30 / 6.47 eV. Its spin multiplicity is 2. The calculation puts the molecular weight at 1161.3 g mol⁻¹.

Entry from OMol25: 2 unconnected molecules or ions with the total composition C4H12N2O in a non-equilibrium geometry (ωB97M-V with the def2-TZVPD basis set).

CARTESIAN COORDINATES (ANGSTROEM)
1 C -0.19155 -0.59287 1.44439
2 C -0.17382 0.98134 1.28667
3 C 0.03321 1.35321 -0.10696
4 C -0.98314 1.67978 -0.85742
5 N 1.36480 1.31975 -0.68822
6 N -0.79940 -1.38246 0.36168
7 H 0.91935 -0.93455 1.59316
8 H -0.71497 -0.99323 2.39770
9 H 0.39201 1.40917 2.00831
10 H -1.17211 1.29790 1.50871
11 H -0.80914 2.02703 -1.92642
12 H -1.89306 1.81617 -0.45174
13 H 2.05177 0.87320 -0.22478
14 H 1.44694 1.84934 -1.48563
15 H -1.77937 -1.50158 0.45806
16 H -0.32121 -1.50845 -0.49377
17 H 0.89727 -3.24695 -1.32593
18 H 0.71020 -1.86326 -1.52981
19 O 1.02221 -2.58354 -1.96802

The calculation puts the energy relative to the best compared isomer or geometry (same formula, charge and spin) at 287.4 kJ/mol. For the highest occupied orbital energy, the calculation gives -8.298 eV. The structure (SMILES) is C=C(N)CCN.O. The frontier orbital gap comes out at 9.21 eV. Its spin multiplicity is 1. The calculation puts the molecular weight at 104.2 g mol⁻¹.

Entry from OMol25: a molecular structure, CHO2Sm in a non-equilibrium geometry (ωB97M-V with the def2-TZVPD basis set).

CARTESIAN COORDINATES (ANGSTROEM)
1 O -1.84989 0.25222 -0.12246
2 C -0.76006 0.69508 0.04727
3 O 0.21867 -0.22175 0.14004
4 Sm 2.77166 0.37526 -0.03834
5 H -0.38038 -1.10081 -0.02651

The calculation puts the energy relative to the best compared isomer or geometry (same formula, charge and spin) at 0.0 kJ/mol. The net charge is +3. For the highest occupied orbital energy (alpha / beta), the calculation gives -24.422 / -30.064 eV. The frontier orbital gap (alpha / beta) comes out at 4.57 / 10.21 eV. Its spin multiplicity is 7. The calculation puts the molecular weight at 195.4 g mol⁻¹.